{"formula": "C27H39Br2Cl2N2O6", "method": "the ωB97M-V functional and the def2-TZVPD basis", "elements": ["C", "C", "C", "C", "C", "C", "Cl", "C", "C", "O", "O", "N", "C", "O", "C", "C", "Br", "C", "C", "Br", "C", "Cl", "N", "C", "C", "C", "C", "C", "C", "C", "C", "O", "C", "C", "O", "H", "H", "H", "H", "H", "H", "H", "H", "H", "H", "H", "H", "H", "H", "H", "H", "H", "H", "H", "H", "H", "H", "H", "H", "H", "H", "H", "H", "H", "H", "H", "H", "H", "C", "C", "O", "C", "H", "H", "H", "H", "H", "H"], "xyz": [[2.67, 3.66, 1.94], [3.58, 2.38, 1.78], [2.85, 1.08, 2.39], [1.68, 0.66, 1.40], [0.82, -0.49, 2.08], [-0.31, -0.05, 2.95], [-0.62, 1.68, 3.26], [-1.17, -1.08, 3.58], [-2.35, -0.54, 4.50], [-2.10, -0.10, 5.58], [-3.71, -0.59, 4.08], [-3.78, -0.23, 2.72], [-4.49, -1.15, 2.16], [-4.93, -1.85, 1.34], [-0.92, -2.54, 3.34], [-1.87, -3.61, 3.97], [-2.80, -4.74, 2.60], [-1.20, -4.57, 5.06], [-2.10, -4.64, 6.39], [0.61, -4.03, 5.64], [0.26, -2.85, 2.47], [0.58, -4.61, 2.20], [1.07, -1.86, 1.89], [2.22, -2.32, 1.05], [1.80, -2.63, -0.47], [0.31, -2.23, -0.84], [0.24, -1.92, -2.43], [-0.32, -0.44, -2.63], [-0.61, -0.06, -4.15], [-2.17, 0.18, -4.43], [-2.41, 1.57, -5.21], [-3.33, 2.43, -4.50], [-2.69, 3.47, -3.84], [-3.57, 4.75, -3.50], [-1.53, 3.46, -3.46], [3.08, 4.52, 1.31], [2.62, 4.01, 3.02], [1.60, 3.50, 1.60], [3.79, 2.11, 0.69], [4.55, 2.52, 2.35], [2.47, 1.27, 3.45], [3.63, 0.26, 2.48], [2.16, 0.25, 0.45], [1.02, 1.53, 1.08], [-2.73, -3.08, 4.51], [-1.24, -5.62, 4.63], [-2.16, -5.69, 6.81], [-1.56, -4.00, 7.17], [-3.14, -4.22, 6.24], [2.73, -3.22, 1.51], [3.03, -1.53, 0.99], [2.51, -2.06, -1.15], [1.95, -3.74, -0.64], [-0.05, -1.28, -0.34], [-0.37, -3.09, -0.57], [-0.50, -2.67, -2.86], [1.23, -2.08, -2.94], [0.48, 0.26, -2.24], [-1.26, -0.34, -2.00], [-0.13, -0.76, -4.89], [-0.12, 0.95, -4.32], [-2.78, 0.18, -3.48], [-2.55, -0.67, -5.08], [-2.94, 1.28, -6.18], [-1.45, 2.05, -5.52], [-4.66, 4.61, -3.71], [-3.46, 4.90, -2.38], [-3.17, 5.68, -4.00], [3.83, 2.33, -4.06], [2.85, 2.54, -2.94], [3.01, 2.02, -1.85], [1.66, 3.42, -3.22], [4.64, 1.67, -3.72], [3.34, 1.85, -4.91], [4.27, 3.28, -4.37], [1.07, 2.99, -4.03], [1.99, 4.43, -3.49], [1.04, 3.49, -2.33]], "mulliken_charge": [-0.909, -0.280, -0.318, -1.204, 0.263, 0.176, -0.125, 0.254, -0.243, -0.435, -0.198, -0.389, 0.737, -0.289, 0.125, -0.917, -0.029, 0.046, -1.056, -0.100, 0.756, -0.037, 0.428, -1.175, -0.625, 0.075, -0.828, -0.189, 0.061, -0.672, -0.459, -0.375, 0.643, -0.972, -0.467, 0.323, 0.295, 0.188, 0.159, 0.342, 0.306, 0.266, 0.236, 0.601, 0.488, 0.478, 0.316, 0.343, 0.303, 0.637, 0.255, 0.437, 0.288, -0.009, 0.308, 0.256, 0.418, -0.122, 0.280, 0.501, -0.356, 0.321, 0.343, 0.322, 0.362, 0.289, 0.274, 0.284, -1.253, 0.796, -0.515, -0.842, 0.319, 0.329, 0.376, 0.063, 0.544, 0.176], "e_lumo_ev": -4.33, "homo_energy_ha": -0.43093, "spin_multiplicity": 1, "orbital_gap_ev": 7.392, "charge": 1}

=====

{"formula": "C2H6I2N3", "method": "the ωB97M-V functional and the def2-TZVPD basis", "elements": ["H", "N", "C", "C", "I", "N", "N", "I", "H", "H", "H", "H", "H"], "xyz": [[-2.10, 0.27, 1.60], [-1.93, -0.44, 0.89], [-0.89, -0.19, 0.23], [-0.64, -1.11, -1.08], [1.04, -2.44, -0.78], [0.09, 0.80, 0.49], [1.40, 0.74, -0.03], [-0.14, 2.32, 1.98], [-0.64, -0.48, -1.87], [-1.64, -1.61, -1.04], [1.79, 1.57, -0.63], [1.67, -0.12, -0.57], [2.00, 0.69, 0.80]], "mulliken_charge": [0.172, -0.537, 0.797, -1.162, 0.185, -0.454, -0.146, 0.318, 0.549, 0.381, 0.404, 0.067, 0.426], "e_lumo_ev": -5.57, "homo_energy_ha": -0.50428, "spin_multiplicity": 1, "relative_energy_kj_mol": 287.8, "smiles": "[H]/N=C(/CI)N([NH3+])I", "orbital_gap_ev": 8.153, "charge": 1}

=====

{"formula": "C4H7NO2", "method": "the ωB97M-V functional and the def2-TZVPD basis", "elements": ["C", "C", "N", "C", "O", "H", "H", "H", "C", "O", "H", "H", "H", "H"], "xyz": [[-2.96, -0.30, 0.08], [-1.99, 0.61, 0.12], [-0.65, 0.39, -0.19], [-0.04, -0.64, -0.51], [0.30, -1.75, -0.60], [-2.76, -1.33, -0.14], [-3.97, -0.03, 0.31], [-2.18, 1.64, 0.41], [2.69, 0.03, 0.22], [1.72, 0.49, -0.72], [2.89, -1.01, -0.03], [3.60, 0.62, 0.14], [2.30, 0.08, 1.24], [1.04, 1.19, -0.34]], "mulliken_charge": [-0.837, 0.029, -0.476, 0.810, -0.446, 0.241, 0.256, 0.358, -0.585, -0.562, 0.264, 0.257, 0.267, 0.424], "e_lumo_ev": 0.84, "homo_energy_ha": -0.33578, "spin_multiplicity": 1, "relative_energy_kj_mol": 260.0, "smiles": "C=CN=C=O.CO", "orbital_gap_ev": 9.978, "charge": 0}

=====

{"formula": "C35H47F3N5O4PS", "method": "the ωB97M-V functional and the def2-TZVPD basis", "elements": ["H", "N", "C", "N", "N", "C", "C", "C", "C", "C", "C", "C", "C", "C", "C", "C", "C", "O", "C", "C", "C", "C", "C", "O", "C", "C", "C", "C", "O", "C", "C", "F", "F", "F", "C", "P", "S", "C", "C", "O", "H", "H", "H", "H", "H", "H", "H", "H", "H", "H", "H", "H", "H", "H", "H", "H", "H", "H", "H", "H", "H", "H", "H", "H", "H", "H", "H", "H", "H", "H", "H", "H", "C", "C", "C", "C", "N", "H", "H", "H", "H", "H", "H", "H", "C", "C", "C", "C", "N", "H", "H", "H", "H", "H", "H", "H"], "xyz": [[-4.28, 0.11, 2.65], [-4.62, 0.10, 1.68], [-4.93, 1.28, 1.35], [-4.78, 2.42, 2.25], [-5.40, 1.45, -0.01], [-4.65, 2.51, -0.72], [-3.71, 1.91, -1.82], [-2.61, 1.01, -1.15], [-1.46, 1.93, -0.58], [-0.11, 1.24, -0.85], [0.62, 0.67, 0.11], [0.28, 0.60, 1.60], [1.45, 1.34, 2.37], [1.00, 2.02, 3.71], [1.46, 1.20, 4.90], [1.80, 0.65, 5.92], [1.98, 0.05, -0.29], [2.40, -0.96, 0.21], [2.73, 0.85, -1.38], [4.15, 0.96, -1.34], [5.04, 0.29, -0.30], [5.62, -1.01, -1.09], [5.12, -2.40, -0.52], [4.67, -1.75, -1.84], [4.74, 1.76, -2.36], [3.98, 2.41, -3.36], [4.74, 3.30, -4.39], [4.90, 4.74, -3.72], [4.55, 4.73, -2.33], [3.37, 5.44, -2.06], [3.21, 5.59, -0.51], [1.95, 5.23, -0.11], [3.37, 6.87, -0.09], [4.07, 4.80, 0.17], [2.55, 2.27, -3.42], [1.46, 3.05, -4.69], [1.92, 4.89, -5.20], [1.95, 1.47, -2.40], [0.42, 1.25, -2.30], [-0.29, 1.07, -3.26], [-3.80, 2.70, 2.19], [-4.93, 2.04, 3.19], [-6.38, 1.70, -0.02], [-4.01, 3.10, -0.03], [-5.33, 3.21, -1.24], [-4.26, 1.34, -2.59], [-3.19, 2.74, -2.35], [-2.24, 0.31, -1.92], [-2.99, 0.39, -0.31], [-1.59, 2.20, 0.48], [-1.43, 2.90, -1.14], [0.35, -0.47, 1.88], [-0.72, 0.97, 1.86], [2.24, 0.60, 2.61], [1.92, 2.08, 1.69], [1.57, 2.97, 3.78], [-0.09, 2.23, 3.78], [2.20, -0.08, 6.62], [5.92, 0.89, -0.02], [4.49, -0.12, 0.57], [6.68, -0.96, -1.46], [4.07, -2.53, -0.23], [5.68, -3.31, -0.75], [5.83, 1.90, -2.41], [4.20, 3.36, -5.35], [5.75, 2.85, -4.54], [4.41, 5.53, -4.30], [5.99, 4.95, -3.75], [2.46, 4.89, -2.39], [3.36, 6.48, -2.47], [1.53, 2.26, -5.88], [0.10, 3.05, -4.29], [-5.50, -3.09, 0.86], [-4.48, -4.18, 1.13], [-4.79, -5.50, 0.41], [-6.10, -6.03, 0.85], [-7.12, -6.44, 1.19], [-6.50, -3.38, 1.22], [-5.22, -2.17, 1.37], [-5.57, -2.88, -0.21], [-4.42, -4.36, 2.21], [-3.49, -3.83, 0.82], [-4.02, -6.24, 0.63], [-4.81, -5.34, -0.67], [-1.32, -6.59, 4.22], [-1.76, -7.40, 3.01], [-0.80, -7.28, 1.83], [-0.71, -5.87, 1.39], [-0.64, -4.77, 1.05], [-1.30, -5.52, 4.00], [-2.02, -6.73, 5.05], [-0.33, -6.90, 4.56], [-2.76, -7.08, 2.71], [-1.84, -8.46, 3.29], [-1.15, -7.89, 0.99], [0.20, -7.63, 2.11]], "mulliken_charge": [0.127, -0.390, 0.060, -0.675, -0.194, -0.421, -0.941, -0.303, -0.874, 0.490, 0.076, -1.096, -0.257, -0.663, -0.590, 0.023, -0.458, -0.584, 0.879, 0.030, -1.335, 0.274, -0.518, -0.407, -0.610, 0.614, -1.669, -0.537, -0.345, -0.094, 0.779, -0.272, -0.305, -0.247, 0.634, 0.295, -0.367, 0.885, -0.539, -0.561, 0.280, 0.302, 0.312, 0.152, 0.416, 0.388, 0.360, 0.526, 0.138, 0.351, 0.487, 0.334, 0.388, 0.304, 0.180, 0.318, 0.301, 0.417, 0.560, 0.210, 0.344, 0.160, 0.302, 0.451, 0.365, 0.464, 0.342, 0.353, -0.047, 0.330, 0.155, 0.088, -1.027, -0.183, -0.319, 0.280, -0.465, 0.403, 0.081, 0.336, 0.255, 0.260, 0.064, 0.340, -1.246, -0.178, -0.425, 0.235, -0.434, 0.346, 0.347, 0.334, 0.062, 0.354, 0.288, 0.349], "e_lumo_ev": -0.79, "homo_energy_ha": -0.32141, "spin_multiplicity": 1, "relative_energy_kj_mol": 0.0, "smiles": "[H]/N=C(\\N)NCCCCC1=C(CCCC#C)C(=O)c2c(C[C@H]3CO3)cc(CCOCC(F)(F)F)c([PH2]=S)c2C1=O.CCCC#N.CCCC#N", "orbital_gap_ev": 7.955, "charge": 0}